{
  "formula": "C6H9I2NO3",
  "method": "wB97M-V/def2-TZVPD",
  "symbols": ["C", "C", "C", "C", "C", "C", "N", "O", "O", "O", "I", "I", "H", "H", "H", "H", "H", "H", "H", "H", "H"],
  "xyz": [[-1.8014, -1.6494, 0.3792], [-3.4231, -3.1457, 1.8214], [-0.1271, -0.4075, -1.8782], [-0.3061, 1.4447, -0.2975], [0.9276, -0.5609, 0.3853], [-0.2082, -0.0062, -0.4528], [-3.0928, -1.6637, 0.8698], [-1.1433, -2.5642, 0.0765], [-3.7801, -2.9010, 0.5703], [-1.4830, -0.4061, 0.2679], [-4.7565, -2.7631, 3.3726], [-1.8142, -4.4832, 2.1712], [-0.4381, 0.4106, -2.5303], [0.8112, -0.9106, -2.1030], [-0.9122, -1.2014, -2.1494], [-0.5494, 1.6212, 0.7154], [-1.0160, 1.9014, -0.8505], [0.6586, 2.0444, -0.5267], [1.0789, -0.1218, 1.2955], [0.6672, -1.6229, 0.5999], [1.8404, -0.2965, -0.2411]],
  "forces_ev_per_angstrom": [[-2.50, 1.72, 0.55], [-1.15, 4.61, -2.55], [-2.33, -2.23, -1.43], [3.74, 1.61, 1.09], [0.55, -1.37, -2.89], [-0.19, -0.53, 1.94], [-1.66, -0.11, 2.30], [2.74, -4.41, -1.26], [-0.22, -1.47, -0.71], [0.83, 1.80, -1.02], [-1.05, -0.01, 1.19], [2.84, -2.38, 0.43], [0.73, 0.04, -0.09], [0.09, 0.51, -0.28], [1.04, 0.88, 0.64], [-0.10, 0.50, 1.22], [-2.57, 1.14, -2.07], [-1.23, -1.36, 0.32], [-0.06, 1.61, 2.38], [1.20, 0.59, -0.68], [-0.72, -1.16, 0.94]],
  "spin_multiplicity": 3,
  "s2": 2.0109,
  "e_lumo_ev": [0.2113, -3.7871]
}